Model w:
A gas-phase ion, C8H9N2O (charge +1), computed with the ωB97M-V functional and the def2-TZVPD basis.

HOMO-LUMO gap (alpha / beta), eV: 6.82 / 5.91
Spin multiplicity: 3
Expectation value of S²: 2.02
Net charge: +1

Each line ends with the Löwdin spin population.
Positions of all 20 atoms, in Å:
C: 1.20 1.45 -0.28  0.09
C: 0.57 -1.62 -0.65  0.22
C: -0.08 1.02 0.16  0.02
C: 2.70 -0.40 -0.01  0.53
C: -0.80 -2.06 0.07  0.09
C: -0.67 0.20 1.27  0.04
C: -1.48 1.31 -0.52  0.02
C: -1.44 -0.72 0.29  0.45
N: 1.56 -1.06 -0.08  0.19
N: 2.50 0.97 0.11  0.15
O: -2.00 -0.01 -0.61  0.17
H: 1.19 2.25 -0.99  0.01
H: 0.52 -1.60 -1.71  0.01
H: -1.32 -2.70 -0.59  0.00
H: -0.72 -2.65 1.01  0.01
H: 0.04 -0.34 1.85  0.00
H: -1.28 0.82 1.95  0.01
H: -2.22 1.74 0.23  0.00
H: -1.56 1.90 -1.38  0.00
H: 3.28 1.50 -0.13  0.01

***

Model x:
A molecular structure, C8H9N2O, computed with the ωB97M-V functional and the def2-TZVPD basis.

HOMO-LUMO gap (alpha / beta), eV: 7.28 / 7.05
Spin multiplicity: 3
Expectation value of S²: 2.02
Net charge: +1

Each line ends with the Löwdin spin population.
Positions of all 20 atoms, in Å:
C: -3.10 -0.78 2.43  0.12
C: -1.91 0.05 2.47  0.33
C: -3.06 -1.46 1.28  0.40
C: -1.21 -0.16 1.35  0.41
C: -0.01 0.29 0.55  0.14
C: -1.64 -1.29 -0.63  0.08
C: 2.09 0.50 -1.72  0.00
C: 0.83 -0.25 -1.78  0.04
N: -1.90 -1.13 0.63  0.07
N: 0.04 -0.24 -0.61  0.27
O: -1.83 -1.67 -1.71  0.09
H: -3.93 -0.70 3.13  0.00
H: -1.68 0.86 3.22  0.01
H: -3.63 -2.25 0.85  0.02
H: 0.62 1.09 0.92  0.00
H: 1.79 1.49 -1.35  0.00
H: 2.77 0.05 -0.93  0.00
H: 2.62 0.66 -2.60  0.00
H: 0.89 -1.30 -1.90  0.02
H: 0.26 0.00 -2.63  0.02

***

Verdict on stability: model w comes out at the bottom.

***

Model w:
2 unconnected molecules or ions with the total composition C2H9N2O2, computed with the ωB97M-V functional and the def2-TZVPD basis.

HOMO-LUMO gap, eV: 11.52
Spin multiplicity: 1
Net charge: +1

Each line ends with the Mulliken charge.
Positions of all 15 atoms, in Å:
N: -1.77 -1.19 0.20  -0.53
C: -0.39 -0.69 0.31  -0.40
C: -0.64 0.74 0.10  0.43
N: 0.16 1.54 -0.62  -0.27
O: -1.73 1.09 0.60  -0.41
H: -2.09 0.02 0.88  0.51
H: -1.93 -2.10 0.61  0.25
H: -2.12 -1.14 -0.75  0.25
H: 0.18 -0.94 1.21  0.30
H: 0.19 -1.09 -0.51  0.35
H: 1.15 1.66 -0.47  0.26
H: -0.33 2.14 -1.27  0.26
H: 3.64 0.20 -0.63  0.32
H: 2.94 -0.28 0.62  0.32
O: 2.76 0.04 -0.27  -0.64

***

Model x:
2 unconnected molecules or ions with the total composition C2H9N2O2, computed with the ωB97M-V functional and the def2-TZVPD basis.

HOMO-LUMO gap, eV: 10.84
Spin multiplicity: 1
Net charge: +1

Each line ends with the Mulliken charge.
Positions of all 15 atoms, in Å:
N: -2.43 -0.06 -0.98  -0.31
C: -1.38 -0.72 -0.17  -0.67
C: -0.30 0.33 0.06  0.61
N: 0.77 -0.05 0.79  -0.35
O: -0.53 1.45 -0.33  -0.58
H: -2.70 0.83 -0.55  0.36
H: -3.24 -0.65 -1.14  0.34
H: -2.02 0.25 -1.87  0.36
H: -1.82 -1.13 0.74  0.37
H: -0.96 -1.55 -0.74  0.33
H: 0.82 -0.64 1.60  0.24
H: 1.45 0.70 0.90  0.29
H: 4.31 -0.32 0.37  0.31
H: 4.26 1.19 0.56  0.32
O: 3.76 0.39 0.76  -0.63

***

Verdict on stability: model w comes out at the bottom.

***

Model w:
A single C7H10O2 molecule, computed with the ωB97M-V functional and the def2-TZVPD basis.

HOMO-LUMO gap, eV: 8.54
Spin multiplicity: 1
SMILES: CC(=C=O)/C(C)=C(\C)O

Each line ends with the Mulliken charge.
Positions of all 19 atoms, in Å:
C: 0.56 0.63 0.89  0.10
C: 0.09 0.32 -0.45  0.57
C: -0.16 1.53 1.54  0.37
C: -1.07 -0.27 -0.71  0.70
C: 1.83 -0.01 1.40  -1.27
C: 1.08 0.52 -1.61  -1.63
C: -2.02 -0.90 0.28  -1.54
O: -0.85 2.28 2.12  -0.46
O: -1.27 -0.74 -2.00  -0.48
H: 1.94 -1.04 1.19  0.36
H: 2.00 0.20 2.54  0.33
H: 2.77 0.44 0.86  0.25
H: 1.20 -0.54 -1.98  0.30
H: 1.97 0.87 -1.35  0.52
H: 0.56 1.06 -2.27  0.41
H: -2.90 -1.17 -0.09  0.57
H: -2.23 -0.29 1.13  0.32
H: -1.44 -1.76 0.65  0.29
H: -2.06 -1.13 -2.12  0.29

***

Model x:
A single C7H10O2 molecule, computed with the ωB97M-V functional and the def2-TZVPD basis.

HOMO-LUMO gap, eV: 9.21
Spin multiplicity: 1
SMILES: C[C@@]12CC[C@@H](C=C1O)O2

Each line ends with the Mulliken charge.
Positions of all 19 atoms, in Å:
C: 0.47 -0.10 -0.57  1.03
C: 0.29 -0.72 1.47  -0.04
C: -0.01 1.42 0.22  -0.70
C: -0.10 0.99 1.63  -0.66
C: 1.19 0.08 -1.88  -1.54
C: -0.76 -0.92 -0.49  0.25
C: -0.87 -1.33 0.79  -0.91
O: 1.26 -0.62 0.47  -0.46
O: -1.59 -1.03 -1.55  -0.51
H: -2.42 -1.45 -1.27  0.33
H: 0.68 -1.14 2.39  0.50
H: 0.82 2.09 0.00  0.32
H: -0.93 1.76 -0.25  0.30
H: -1.68 -1.84 1.28  0.40
H: 0.67 1.40 2.28  0.30
H: -1.09 1.06 2.08  0.34
H: 2.07 0.72 -1.75  0.37
H: 0.50 0.53 -2.60  0.32
H: 1.51 -0.90 -2.26  0.37

***

Verdict on stability: model w comes out at the bottom.

***

Model w:
9 unconnected molecules or ions with the total composition C5H27NO10, computed with the ωB97M-V functional and the def2-TZVPD basis.

HOMO-LUMO gap, eV: 10.34
Spin multiplicity: 1
SMILES: C[C@@H](CCO)NC=O.O.O.O.O.O.O.O.O

Each line ends with the Mulliken charge.
Positions of all 43 atoms, in Å:
O: 2.02 0.38 -1.95  -0.74
C: 0.89 -0.11 -1.88  0.01
N: 0.39 -0.69 -0.78  0.42
C: -1.02 -1.09 -0.65  0.55
C: -1.29 -1.42 0.82  -1.27
C: -1.21 -0.24 1.75  -0.26
O: -2.30 0.68 1.45  -0.60
C: -1.33 -2.29 -1.53  -1.54
H: 0.24 -0.08 -2.76  0.37
H: 0.99 -0.71 0.05  -0.02
H: -1.65 -0.26 -0.95  0.04
H: -0.56 -2.16 1.15  0.43
H: -2.27 -1.89 0.89  0.45
H: -1.29 -0.55 2.79  0.44
H: -0.27 0.30 1.64  0.27
H: -2.52 1.16 2.25  0.24
H: -0.78 -3.18 -1.21  0.34
H: -1.06 -2.09 -2.57  0.39
H: -2.39 -2.54 -1.49  0.43
H: -3.90 -0.24 0.98  0.35
H: -5.19 -0.21 0.13  0.32
O: -4.75 -0.69 0.84  -0.67
H: 2.65 1.17 -0.72  0.41
H: 3.84 2.04 -0.16  0.29
O: 2.94 1.75 0.04  -0.79
H: 2.68 -1.41 2.07  0.37
H: 2.50 -2.80 2.76  0.30
O: 2.78 -2.38 1.94  -0.69
H: -1.77 2.50 -3.50  0.28
H: -1.70 2.14 -1.97  0.42
O: -1.66 1.77 -2.89  -0.63
H: 2.66 0.87 1.52  0.44
H: 3.11 0.58 3.00  0.29
O: 2.44 0.38 2.34  -0.69
H: -0.83 3.14 -0.12  0.45
H: -1.93 2.11 0.28  0.36
O: -1.74 2.84 -0.34  -0.80
H: 2.06 -3.15 -1.05  0.28
H: 2.50 -3.42 0.38  0.40
O: 2.21 -3.87 -0.43  -0.66
H: 1.58 3.00 0.11  0.42
H: 1.03 4.03 1.17  0.30
O: 0.87 3.66 0.30  -0.72

***

Model x:
10 unconnected molecules or ions with the total composition C5H27NO10, computed with the ωB97M-V functional and the def2-TZVPD basis.

HOMO-LUMO gap, eV: 9.29
Spin multiplicity: 1
SMILES: C=NCCCC=O.O.O.O.O.O.O.O.O.O

Each line ends with the Mulliken charge.
Positions of all 43 atoms, in Å:
O: -3.09 -2.89 1.04  -0.58
C: -2.61 -1.88 0.57  0.20
C: -2.75 -0.54 1.23  -0.18
C: -3.32 0.53 0.21  -0.83
C: -2.49 0.79 -1.10  -0.82
C: -0.41 1.16 -0.11  -0.31
N: -1.06 1.10 -1.19  -0.09
H: -2.25 -1.97 -0.49  0.23
H: -1.78 -0.38 1.66  0.05
H: -3.36 -0.67 2.14  0.37
H: -3.22 1.41 0.87  0.29
H: -4.33 0.30 -0.06  0.38
H: -2.70 -0.15 -1.66  0.37
H: -3.05 1.47 -1.76  0.49
H: -0.79 0.93 0.86  0.24
H: 0.67 1.28 -0.10  0.16
H: 0.17 -0.99 3.65  0.31
H: 0.90 0.31 3.43  0.35
O: 1.04 -0.60 3.78  -0.62
H: 1.71 -2.93 -1.94  0.37
H: 0.31 -2.81 -2.38  0.30
O: 0.82 -3.27 -1.71  -0.68
H: -0.54 1.82 -4.14  0.36
H: -0.47 0.54 -3.42  0.32
O: 0.06 1.06 -4.07  -0.71
H: 2.95 -0.92 2.44  0.20
H: 2.69 -2.26 1.90  0.32
O: 2.66 -1.34 1.62  -0.62
H: 2.04 3.24 -0.40  0.48
H: 1.38 4.44 0.19  0.29
O: 2.06 3.79 0.44  -0.69
H: 2.90 -1.92 -0.69  0.34
H: 3.68 -1.61 -1.92  0.30
O: 2.80 -1.49 -1.54  -0.64
H: 0.97 2.13 -2.66  0.34
H: 1.62 3.57 -2.51  0.26
O: 1.29 2.81 -2.00  -0.66
H: 0.82 -1.49 1.02  0.24
H: -0.05 -2.36 0.10  0.31
O: -0.09 -1.74 0.83  -0.39
H: 1.68 2.36 1.51  0.30
H: 2.44 1.46 2.61  0.30
O: 1.59 1.80 2.33  -0.63

***

Verdict on stability: model x comes out at the bottom.